#one
DFT (ωB97M-V/def2-TZVPD) results for C37H45N6O8P2Ti as an isolated structure.

XYZ file:
```
99
Properties=species:S:1:pos:R:3:mulliken_spin:R:1
Ti 0.57209 -0.82174 0.17665 0.607
O -1.33299 0.63878 3.43917 0.021
C -0.97470 -0.00614 2.48165 -0.045
N -0.30202 0.47772 1.38325 -0.055
C 0.68060 1.38579 1.44436 0.242
O 1.44285 1.45905 2.53041 0.035
C 0.89416 2.31819 0.34089 -0.050
C 1.83814 3.34441 0.43716 0.084
C 1.93807 4.25353 -0.59988 -0.024
C 1.09725 4.12218 -1.69494 0.074
C 0.21113 3.05008 -1.71529 -0.024
N 0.11030 2.17148 -0.73386 0.026
C -1.25228 -1.46922 2.33752 0.036
C -2.04081 -2.15202 3.24279 0.004
C -2.11852 -3.52939 3.15185 -0.001
C -1.37601 -4.17542 2.17148 0.000
C -0.63887 -3.41891 1.28373 0.003
N -0.60104 -2.08533 1.33547 -0.030
H 2.45563 3.42908 1.32000 0.005
H 2.65971 5.05932 -0.55274 0.000
H 1.12545 4.82658 -2.51412 0.004
H -0.44889 2.88808 -2.56396 0.007
H -2.56099 -1.58310 4.00066 0.001
H -2.73487 -4.09633 3.83680 0.000
H -1.37698 -5.25288 2.09258 0.000
H -0.06023 -3.87521 0.49103 0.003
O 2.44533 -3.21343 -2.26808 0.001
C 2.01976 -2.30564 -1.60874 0.003
O 0.89270 -2.31061 -0.92019 0.011
C 2.72272 -0.91465 -1.49421 0.010
O 3.85476 -0.70932 -1.85942 0.001
O 1.92472 -0.03646 -0.94270 0.013
C -2.62948 2.31672 1.46320 0.026
P -3.13252 0.80365 0.52737 0.017
C -3.16451 1.53392 -1.15294 0.018
N -4.02307 2.54358 -1.39372 0.318
C -4.03710 3.05968 -2.65778 0.024
C -4.95515 4.06527 -2.99934 0.087
C -4.98078 4.59407 -4.28042 0.019
C -4.08301 4.14161 -5.24414 0.040
C -3.16437 3.15080 -4.93149 0.057
C -3.13134 2.58549 -3.64803 0.038
N -2.24461 1.58328 -3.36444 0.298
C -2.30196 1.04709 -2.13414 0.057
P -1.16452 -0.38384 -1.84410 -0.025
C -0.06064 -0.23291 -3.30201 -0.005
C -2.27695 -1.84357 -2.43325 0.004
C -1.43856 -2.92907 -3.11888 -0.002
C -2.95248 -2.45789 -1.20265 0.010
C -3.36176 -1.38776 -3.40946 0.008
C -4.96257 0.65480 1.01577 -0.004
C -5.73040 -0.02211 -0.12073 0.026
C -4.96285 -0.27033 2.24082 0.002
C -5.66500 1.96331 1.37887 0.003
H -2.67992 2.13266 2.53821 0.002
H -3.25093 3.16407 1.18006 0.002
H -1.59202 2.53115 1.20037 -0.010
H -5.64461 4.40701 -2.23641 -0.002
H -5.70434 5.36012 -4.53450 0.010
H -4.10422 4.56684 -6.24089 0.012
H -2.46354 2.78150 -5.67094 -0.004
H -0.65634 -0.16915 -4.20602 0.002
H 0.61969 -1.08089 -3.34999 -0.001
H 0.52167 0.68169 -3.20166 0.005
H -0.56706 -3.20538 -2.52950 0.001
H -1.10431 -2.61002 -4.10706 0.000
H -2.05617 -3.82394 -3.24870 0.000
H -2.22958 -3.01944 -0.61431 0.003
H -3.74593 -3.14437 -1.51528 0.001
H -3.39148 -1.69111 -0.56258 -0.002
H -2.94841 -0.84081 -4.25639 -0.001
H -4.09871 -0.74849 -2.92295 -0.003
H -3.87857 -2.27591 -3.78979 0.000
H -5.28234 -0.97859 -0.40184 -0.001
H -5.76318 0.61961 -1.00176 0.000
H -6.76047 -0.21741 0.19758 0.000
H -4.55063 -1.25059 1.98645 0.001
H -5.98308 -0.40958 2.61370 -0.001
H -4.35427 0.14803 3.04776 0.000
H -5.57690 2.67902 0.56391 0.000
H -5.25426 2.40064 2.29074 0.001
H -6.72717 1.75722 1.55485 0.000
O 3.28349 -2.77665 2.03600 -0.001
C 3.07124 -1.61552 1.77136 0.004
O 1.91165 -1.12183 1.43061 -0.018
C 4.19772 -0.58962 1.80466 -0.002
N 3.82131 0.70322 1.20396 0.005
C 5.10828 1.34320 0.90794 0.003
C 6.03609 0.21890 0.41406 0.001
C 5.44870 -1.06781 1.03441 0.000
H 4.44737 -0.41173 2.85494 0.001
H 2.41715 1.38926 2.24483 0.022
H 3.35445 0.50972 0.31412 -0.013
H 5.49092 1.78207 1.83373 0.000
H 4.97649 2.14105 0.17768 0.000
H 7.07068 0.39179 0.71084 0.000
H 5.99102 0.15143 -0.67216 0.000
H 6.14205 -1.58833 1.69171 0.000
H 5.14874 -1.76208 0.25091 0.000
```

Summary:
HOMO energy (spin up / spin down) (eV): -2.4 / -5.2
Spin multiplicity: 3
Total charge: -1
LUMO energy (spin up / spin down) (eV): 1.4 / 1.1
Frontier orbital gap (spin up / spin down) (eV): 3.79 / 6.37

#two
DFT (ωB97M-V/def2-TZVPD) results for C37H45N6O8P2Ti as an isolated structure.

XYZ file:
```
99
Properties=species:S:1:pos:R:3:mulliken_spin:R:1
Ti -0.79620 -1.22123 0.11232 0.907
O 1.64069 -4.06550 1.70530 -0.001
C 0.95635 -3.07262 1.54850 -0.003
N 1.13021 -2.03588 0.67730 -0.036
C 2.11229 -2.17954 -0.28291 0.017
O 2.38942 -3.22666 -0.84771 0.007
C 2.85983 -0.93310 -0.67732 0.020
C 3.65745 -0.96199 -1.81264 0.000
C 4.32757 0.20023 -2.16420 0.005
C 4.17704 1.32428 -1.37396 0.000
C 3.37041 1.24309 -0.24578 -0.004
N 2.72206 0.13450 0.09742 -0.004
C -0.24143 -2.88291 2.46448 0.022
C -0.43441 -3.74430 3.52711 0.001
C -1.58594 -3.59151 4.28267 0.001
C -2.50269 -2.61521 3.93244 -0.002
C -2.22937 -1.80009 2.84729 -0.004
N -1.10072 -1.91649 2.15372 -0.042
H 3.72716 -1.86719 -2.39766 0.000
H 4.94402 0.22948 -3.05386 0.000
H 4.65749 2.26228 -1.62078 -0.002
H 3.22994 2.09979 0.40422 0.004
H 0.30110 -4.51249 3.71404 0.000
H -1.77734 -4.24690 5.12338 0.000
H -3.42965 -2.48298 4.47300 0.000
H -2.92329 -1.05211 2.49717 0.000
O -4.82219 -1.60260 -0.18159 0.005
C -3.62546 -1.75123 -0.18443 -0.007
O -2.73404 -0.81163 -0.01774 0.008
C -2.97207 -3.15365 -0.39085 0.005
O -3.57121 -4.10927 -0.83170 0.000
O -1.71796 -3.15739 -0.03299 0.020
C 1.21139 0.59454 2.95625 0.017
P -0.18774 1.18713 1.93523 0.008
C 0.56466 2.48706 0.91706 0.070
N 1.31152 3.41149 1.57329 0.324
C 1.89272 4.37056 0.78441 0.027
C 2.67823 5.37702 1.36996 0.061
C 3.29364 6.35033 0.60097 0.027
C 3.14171 6.34159 -0.78535 0.033
C 2.37417 5.35792 -1.38750 0.046
C 1.73688 4.36271 -0.63049 0.060
N 0.99866 3.39601 -1.26666 0.318
C 0.41299 2.48054 -0.46541 0.030
P -0.46256 1.10619 -1.30462 0.009
C 0.58811 0.86663 -2.77229 0.020
C -2.00616 1.84457 -2.06118 -0.011
C -2.75968 0.74276 -2.81719 0.011
C -1.67979 2.97235 -3.04870 0.006
C -2.88745 2.39720 -0.94504 0.045
C -1.18316 2.14959 3.22467 -0.008
C -2.10850 1.19629 3.98115 0.000
C -0.29433 2.86317 4.25166 0.008
C -2.04538 3.18677 2.50488 0.042
H 0.83249 0.05358 3.82775 0.000
H 1.81353 1.44074 3.28805 0.001
H 1.81857 -0.07177 2.35126 -0.004
H 2.78617 5.36128 2.44924 -0.002
H 3.89383 7.11703 1.07826 0.010
H 3.62072 7.10123 -1.39252 0.011
H 2.23925 5.32553 -2.46329 -0.003
H 0.85375 1.83466 -3.19098 -0.002
H 0.06737 0.23802 -3.49224 0.001
H 1.49638 0.34588 -2.48102 -0.004
H -2.13016 0.24214 -3.55547 -0.001
H -3.59711 1.20463 -3.35188 0.000
H -3.16647 -0.00622 -2.14239 0.002
H -1.21174 2.58340 -3.95558 -0.001
H -1.01804 3.72300 -2.62199 -0.003
H -2.62189 3.44924 -3.34428 0.000
H -3.11718 1.63117 -0.20353 -0.008
H -3.83290 2.74413 -1.37625 0.000
H -2.40699 3.24629 -0.45424 -0.012
H -1.58096 0.32286 4.37407 0.000
H -2.93377 0.85782 3.35177 0.000
H -2.54280 1.72685 4.83572 0.000
H 0.19775 2.14963 4.91780 0.000
H -0.93383 3.50204 4.87262 -0.001
H 0.46417 3.47449 3.76994 -0.001
H -2.68666 2.72274 1.75499 -0.009
H -1.43006 3.94189 2.01306 -0.002
H -2.68961 3.68896 3.23522 0.000
O -0.59908 -2.11251 -4.02293 0.002
C -0.43842 -2.51944 -2.88370 0.000
O -0.32440 -1.81101 -1.82135 -0.046
C -0.34734 -4.03967 -2.72478 0.002
N 0.05221 -4.49290 -1.36389 0.003
C 0.30807 -5.94823 -1.49188 0.000
C 0.83120 -6.12894 -2.93400 0.000
C 0.67947 -4.74703 -3.59867 0.000
H -1.34812 -4.44350 -2.90062 0.000
H -0.69532 -4.19449 -0.68291 0.006
H 0.93059 -4.01657 -1.09187 0.002
H -0.63999 -6.45995 -1.33548 0.000
H 1.00663 -6.24759 -0.71400 0.000
H 0.23209 -6.87834 -3.45120 0.000
H 1.86515 -6.47021 -2.94256 0.000
H 0.35602 -4.79121 -4.63493 0.000
H 1.61850 -4.19123 -3.55872 0.000
```

Summary:
HOMO energy (spin up / spin down) (eV): -2.7 / -5.4
Spin multiplicity: 3
Total charge: -1
LUMO energy (spin up / spin down) (eV): 1.9 / 1.8
Frontier orbital gap (spin up / spin down) (eV): 4.55 / 7.29

Which of them is the least stable? Correct choice: #one.

#one
DFT (ωB97M-V/def2-TZVPD) results for an isolated molecule of C3H7O2P.

XYZ file:
```
13
Properties=species:S:1:pos:R:3:mulliken_charge:R:1
C -0.73418 0.47701 0.85474 -0.600
C -0.11179 -0.62251 -0.15792 -0.101
C 1.40350 -0.67622 0.01339 -1.685
O -2.09776 0.53983 1.01526 -0.051
O -2.57954 1.35338 0.08275 -0.274
P -0.59159 -0.22270 -1.89759 0.055
H -0.10202 0.34602 1.65778 0.503
H -0.31951 1.52112 0.50762 0.314
H -0.62863 -1.51415 0.01260 0.400
H 1.78139 0.26978 -0.18512 0.459
H 1.81013 -1.23035 -0.72172 0.508
H 1.79696 -1.03955 0.89326 0.462
H 0.37303 0.79836 -2.07505 0.010
```

Summary:
HOMO energy (spin up / spin down) (eV): -9.8 / -8.4
Spin multiplicity: 1
LUMO energy (spin up / spin down) (eV): -0.9 / -1.0
Frontier orbital gap (spin up / spin down) (eV): 8.90 / 7.45

#two
DFT (ωB97M-V/def2-TZVPD) results for a 2-piece molecular cluster, C3H7O2P overall.

XYZ file:
```
13
Properties=species:S:1:pos:R:3:mulliken_charge:R:1
C -0.49636 0.49812 2.08517 -0.300
P 1.18390 0.76510 2.38596 0.132
O 1.50340 2.32437 1.83576 -0.516
H -0.99367 1.52124 1.87805 0.186
H 0.47831 1.31136 3.60219 0.080
H 2.52209 2.40816 2.01355 0.314
C -0.19588 -1.36113 -1.81840 -0.879
C -0.90676 -0.30413 -0.97500 0.116
O -0.47198 -0.02866 0.16895 -0.362
H 0.76041 -1.55065 -1.24368 0.269
H 0.12878 -0.99232 -2.84276 0.296
H -0.94887 -2.07493 -2.01541 0.287
H -1.84538 0.12035 -1.34016 0.377
```

Summary:
HOMO energy (eV): -8.5
Spin multiplicity: 1
SMILES string: C#[PH]O.CC=O
LUMO energy (eV): 0.4
Frontier orbital gap (eV): 8.88

Which of them is the least stable? Correct choice: #one.

#one
DFT (ωB97M-V/def2-TZVPD) results for an isolated molecule of C3H9O3P.

XYZ file:
```
16
Properties=species:S:1:pos:R:3:mulliken_charge:R:1
C -2.06113 -0.00562 0.05735 -1.271
C -0.68114 -0.45925 -0.44919 0.350
O -0.29275 -1.67496 0.28024 -0.510
C 0.46902 0.68018 -0.22554 -0.257
O 0.39887 1.66690 0.76373 -0.477
P 1.90912 -0.51602 0.28118 0.126
O 3.44074 -0.03868 -0.23844 -0.513
H -1.98080 0.93943 0.67178 0.238
H -2.74888 0.19291 -0.73945 0.267
H -2.54199 -0.66194 0.72818 0.414
H -0.60254 -0.69623 -1.50195 0.363
H -0.91371 -1.72565 1.00119 0.239
H 0.38630 1.17115 -1.11818 0.500
H -0.47780 1.93299 0.85716 0.254
H 1.77368 -1.26552 -0.78408 -0.056
H 3.92299 0.46030 0.41604 0.332
```

Summary:
HOMO energy (eV): -8.4
Spin multiplicity: 1
SMILES string: C[C@H](O)[C@@H](O)PO
LUMO energy (eV): 0.7
Frontier orbital gap (eV): 9.10

#two
DFT (ωB97M-V/def2-TZVPD) results for a 2-piece molecular cluster, C3H9O3P overall.

XYZ file:
```
16
Properties=species:S:1:pos:R:3:mulliken_charge:R:1
C 1.76313 -0.44677 0.67626 -0.513
C 0.49356 -1.02236 0.00438 -0.174
C -1.07192 0.69661 0.43602 -0.301
O 2.18619 0.72694 0.01482 -0.537
O 0.41931 -1.14343 -1.29012 -0.495
O -0.99641 1.87510 -0.26502 -0.455
P -2.29368 -0.57871 0.04311 -0.063
H 2.69145 -1.18437 0.65651 0.269
H 1.79709 -0.36390 1.79359 0.298
H 0.03636 -1.89936 0.46871 0.511
H -1.05250 0.85444 1.49577 0.434
H 1.72472 1.53235 0.34939 0.338
H 1.08848 -0.46061 -1.76392 0.379
H -1.48855 1.85366 -1.00553 0.335
H -3.28317 0.22429 -0.39121 0.003
H -2.01408 -0.66389 -1.22276 -0.030
```

Summary:
HOMO energy (eV): -7.5
Spin multiplicity: 1
LUMO energy (eV): 0.7
Frontier orbital gap (eV): 8.20

#three
DFT (ωB97M-V/def2-TZVPD) results for an isolated molecule of C3H9O3P.

XYZ file:
```
16
Properties=species:S:1:pos:R:3:mulliken_charge:R:1
C 2.07139 -0.54962 0.67379 -0.991
C 1.51705 -0.88228 -0.70463 -0.286
O 0.27605 -0.34942 -0.97482 -0.355
P -0.01560 1.28138 -0.52632 -0.052
C -2.00515 0.89657 0.35077 -0.052
O -2.58168 0.24026 -0.74134 -0.490
O -1.70289 0.09466 1.44914 -0.449
H 1.76796 0.53311 0.83884 0.269
H 1.52891 -1.14823 1.40702 0.252
H 3.04963 -0.64069 0.81791 0.442
H 1.44601 -1.88185 -0.74339 0.317
H 2.22899 -0.55894 -1.51123 0.251
H -0.62462 1.67900 -1.81257 0.072
H -2.54214 1.92551 0.65680 0.325
H -1.86218 -0.38979 -0.96407 0.452
H -2.55174 -0.24967 1.78411 0.296
```

Summary:
HOMO energy (eV): -8.6
Spin multiplicity: 1
SMILES string: CCOPC(O)O
LUMO energy (eV): 0.8
Frontier orbital gap (eV): 9.40

Which of them is the least stable? Correct choice: #two.

#one
DFT (ωB97M-V/def2-TZVPD) results for a 2-piece molecular cluster, C2HBrClFO overall.

XYZ file:
```
7
Properties=species:S:1:pos:R:3:mulliken_charge:R:1
C -1.27562 -0.78920 -0.27281 0.018
C -0.16961 0.05517 -0.62536 0.427
O -2.37269 -0.71739 -0.78394 -0.467
F -0.32080 0.99381 -1.54278 -0.171
Cl 1.34681 -0.01602 0.08146 -0.096
Br 3.81846 1.99005 2.62620 0.000
H -1.02655 -1.51642 0.51723 0.289
```

Summary:
HOMO energy (spin up / spin down) (eV): -10.5 / -9.2
Spin multiplicity: 1
LUMO energy (spin up / spin down) (eV): -1.5 / -3.9
Frontier orbital gap (spin up / spin down) (eV): 8.99 / 5.27

#two
DFT (ωB97M-V/def2-TZVPD) results for a 2-piece molecular cluster, C2HBrClFO overall.

XYZ file:
```
7
Properties=species:S:1:pos:R:3:mulliken_charge:R:1
C 0.28218 0.27993 0.50756 -0.101
C -0.86575 1.17034 0.88889 0.567
O 1.29704 0.23980 1.13162 -0.379
F -1.21698 1.96841 -0.76191 -0.445
Cl -0.56493 2.47596 1.90587 -0.032
Br -2.47978 0.23954 1.11598 0.030
H 0.06591 -0.34452 -0.37382 0.359
```

Summary:
HOMO energy (eV): -11.3
Spin multiplicity: 1
LUMO energy (eV): -1.3
Frontier orbital gap (eV): 9.98

Which of them is the least stable? Correct choice: #one.